A 2-piece molecular cluster, C3H5N2O overall in a non-equilibrium geometry, computed with ωB97M-V with the def2-TZVPD basis set.

**Total charge**: +1
**Energy above the lowest of the compared OMol25 structures with the same formula, charge and spin**: 3.468 eV

Each line ends with the natural charge from an NBO analysis.
Geometry (Å):
C: 1.929 0.878 -0.254  0.0218
C: -1.259 -1.564 0.047  0.2815
C: -1.798 0.781 -0.198  0.9921
N: 1.216 0.045 0.337  -0.7093
N: -1.808 -0.411 0.082  -0.5054
O: -1.990 1.888 -0.364  -0.2770
H: 1.871 0.940 -1.336  0.1719
H: 2.620 1.577 0.223  0.1767
H: -1.764 -2.372 0.565  0.2322
H: -0.309 -1.742 -0.452  0.2559
H: 1.290 -0.020 1.351  0.3597